[1]
{"formula": "H4S2Si", "method": "ωB97M-V with the def2-TZVPD basis set", "species": ["Si", "S", "S", "H", "H", "H", "H"], "coordinates": [[1.12387, 2.19842, -0.18387], [-0.46225, 1.15737, 0.39268], [-2.16067, -2.83606, -0.43286], [2.20570, 2.60331, 0.69583], [1.42022, 2.62821, -1.53851], [-1.62598, -3.23694, 0.71208], [-2.08224, -1.55533, -0.09549]], "forces_ev_per_a": [[-1.35, -1.02, 0.54], [1.07, 0.75, -0.41], [-0.18, -0.23, -0.41], [0.28, 0.13, 0.32], [-0.02, 0.12, -0.44], [0.14, -0.09, 0.31], [0.05, 0.34, 0.09]], "mulliken_charge": [0.4020, -0.2835, -0.2649, -0.0535, -0.0523, 0.1366, 0.1156], "homo_energy_ev": -9.447, "total_energy_ha": -1088.2313, "smiles": "[SiH2]=S.S", "fmax_ha_per_bohr": 0.035, "e_above_lowest_kj_mol": 142.4}

[2]
{"formula": "C14H22CeN3O7S", "method": "ωB97M-V with the def2-TZVPD basis set", "species": ["Ce", "O", "C", "C", "C", "N", "C", "C", "C", "O", "O", "C", "O", "O", "H", "H", "H", "C", "N", "C", "N", "S", "H", "H", "H", "H", "H", "H", "C", "O", "H", "H", "H", "H", "C", "C", "C", "C", "O", "H", "H", "H", "H", "H", "H", "H", "H", "H"], "coordinates": [[0.76323, 0.53694, -0.61272], [-0.23868, -5.59771, -0.82406], [0.01387, -4.29716, -1.04840], [-0.96625, -3.42257, -1.52743], [-0.64356, -2.08312, -1.66295], [0.57903, -1.62972, -1.38983], [1.53044, -2.45691, -0.95019], [1.29484, -3.80782, -0.77205], [2.87428, -1.74141, -0.60509], [3.88504, -2.41164, -0.52046], [2.74397, -0.48699, -0.42411], [-1.62754, -0.95546, -2.08214], [-2.65179, -1.24455, -2.67158], [-1.22856, 0.21207, -1.74293], [-1.15938, -5.80837, -1.02928], [-1.96559, -3.75485, -1.76896], [2.07149, -4.45753, -0.40302], [-0.64813, 4.04171, 2.26586], [0.31383, 4.08440, 1.18558], [0.12068, 3.48040, 0.01335], [-1.12757, 3.17197, -0.39568], [1.42795, 3.29522, -1.04555], [-0.17234, 4.38842, 3.18060], [-0.98224, 3.00715, 2.39425], [-1.50420, 4.68299, 2.04801], [1.28676, 4.19371, 1.43999], [-1.85218, 3.04332, 0.29686], [-1.22094, 2.62732, -1.25017], [0.86426, 1.12210, -4.13908], [1.61263, 0.81559, -2.96133], [1.24534, 0.56626, -5.00265], [0.89739, 2.19689, -4.35327], [-0.16874, 0.81825, -3.94903], [2.54763, 1.01772, -3.13175], [-1.68928, -0.60623, 1.53976], [-0.44013, 0.10772, 2.12068], [0.71038, -0.92258, 2.27878], [-0.80071, 0.64666, 3.52401], [-0.04576, 1.14501, 1.28748], [-2.10115, -1.32041, 2.25093], [-1.43296, -1.14452, 0.62028], [-2.45020, 0.13854, 1.30231], [0.47585, -1.66638, 3.03919], [1.62351, -0.39540, 2.56781], [0.88703, -1.45887, 1.33504], [-0.91447, -0.17815, 4.22230], [-1.73257, 1.20720, 3.47941], [-0.00449, 1.30080, 3.87123]], "forces_ev_per_a": [[0.33, 2.54, 0.11], [0.03, -0.15, 0.00], [-0.03, 0.47, -0.11], [0.03, 0.31, -0.03], [-0.25, 0.02, -0.27], [-0.16, -1.71, -0.22], [0.45, -0.20, -0.03], [-0.05, 0.10, -0.02], [0.23, -1.60, -0.09], [-0.25, 0.05, -0.03], [0.56, 0.09, 0.06], [-0.51, -0.95, -0.36], [0.17, -0.14, 0.15], [-0.10, 0.25, -0.11], [0.13, 0.09, -0.01], [-0.10, -0.01, -0.02], [0.11, -0.04, 0.02], [-0.35, -0.14, -0.04], [0.10, -0.28, 0.20], [-0.26, 1.03, -0.38], [0.18, -0.12, 0.23], [0.37, 0.43, -0.31], [-0.05, -0.01, -0.06], [0.04, 0.18, 0.13], [0.02, 0.07, 0.04], [-0.20, -0.02, -0.21], [0.06, -0.05, -0.09], [-0.09, 0.29, 0.26], [-0.28, 0.07, -0.29], [0.76, 0.00, -0.82], [-0.03, 0.05, 0.16], [-0.04, -0.16, 0.08], [0.21, 0.10, -0.03], [-0.38, -0.15, 0.21], [0.46, 0.25, 0.12], [-0.43, -0.75, 1.00], [-0.28, 0.38, -0.11], [0.21, -0.20, -0.58], [-0.36, 0.14, 0.86], [-0.03, -0.10, 0.02], [-0.13, 0.01, 0.12], [-0.03, -0.03, -0.03], [-0.01, -0.09, -0.04], [-0.01, -0.11, -0.05], [0.06, -0.01, 0.26], [-0.10, -0.03, 0.16], [-0.10, 0.08, 0.07], [0.09, 0.06, 0.10]], "mulliken_charge": [0.4282, -0.5340, 1.0120, -0.5361, -0.2426, 0.1195, 0.1557, -0.7260, 0.5788, -0.6970, -0.5116, 0.4658, -0.7065, -0.4086, 0.3087, 0.4584, 0.5765, -0.6492, -0.0348, 0.2050, -0.2545, -0.5171, 0.3480, 0.0061, 0.3088, 0.2844, 0.2619, 0.2425, -0.6269, -0.2216, 0.2526, 0.2776, 0.2106, 0.2351, -1.3214, 1.7196, -1.6429, -2.1570, -0.1849, 0.5114, 0.1638, 0.2818, 0.5313, 0.3573, 0.3756, 0.4856, 0.4210, 0.3893], "spin_multiplicity": 2, "homo_energy_ev": [-7.699, -9.252], "total_energy_ha": -2111.1367, "fmax_ha_per_bohr": 0.050, "e_above_lowest_kj_mol": 84.8}

[3]
{"formula": "C29H29InNOPS4Sb", "method": "ωB97M-V with the def2-TZVPD basis set", "species": ["In", "C", "C", "C", "C", "C", "H", "H", "H", "H", "H", "C", "C", "C", "C", "C", "O", "C", "N", "C", "C", "C", "C", "C", "C", "P", "C", "C", "C", "C", "C", "C", "C", "C", "C", "C", "C", "C", "H", "H", "H", "H", "H", "H", "H", "H", "H", "H", "H", "H", "H", "H", "H", "H", "H", "H", "H", "H", "H", "H", "H", "H", "S", "Sb", "S", "S", "S"], "coordinates": [[-0.09497, -0.89302, 1.72880], [1.25410, -2.91744, -1.63424], [0.10921, -2.92949, -0.86217], [0.43582, -2.84626, 0.59115], [1.89116, -2.85294, 0.54570], [2.34511, -2.87229, -0.74003], [1.34920, -2.90416, -2.70711], [-0.89085, -3.04064, -1.23650], [-0.11813, -3.47941, 1.31845], [2.53961, -2.93834, 1.44637], [3.38521, -2.77980, -1.06576], [-3.48065, -2.18551, 3.23093], [-3.90316, -1.36664, 2.01081], [-3.98233, 0.13421, 2.33530], [-3.04112, -1.62294, 0.75107], [-3.72473, -1.56604, -0.61076], [-3.20191, -0.35521, -1.15300], [-2.23184, 0.13778, -0.36553], [-2.00060, -0.59493, 0.65323], [-1.61054, 1.39095, -0.77567], [-2.52042, 2.43156, -0.98608], [-2.10783, 3.62105, -1.57615], [-0.80667, 3.72324, -2.06335], [0.07011, 2.69059, -1.84110], [-0.29005, 1.55600, -1.10138], [1.03987, 0.30292, -0.74747], [1.75536, 0.12065, -2.43562], [3.13588, 0.03910, -2.64723], [3.63432, -0.37721, -3.87368], [2.81301, -0.65422, -4.92926], [1.43083, -0.48498, -4.78190], [0.92217, -0.11268, -3.54109], [2.28608, 1.31391, 0.17749], [2.38039, 2.70033, 0.17441], [3.21143, 3.33238, 1.06292], [4.02761, 2.60862, 1.93062], [3.99756, 1.21027, 1.90317], [3.13359, 0.56692, 0.99847], [-4.01220, -1.89546, 4.12838], [-2.42355, -2.05042, 3.44431], [-3.64833, -3.24612, 3.13928], [-4.90222, -1.69802, 1.69634], [-3.03395, 0.58166, 2.56447], [-4.59077, 0.27373, 3.27971], [-4.52670, 0.66561, 1.56037], [-2.51492, -2.56577, 0.92055], [-4.80129, -1.49711, -0.48929], [-3.47078, -2.35384, -1.32951], [-3.54823, 2.35611, -0.66559], [-2.82767, 4.41855, -1.68243], [-0.53740, 4.63483, -2.52781], [1.03773, 2.78406, -2.27661], [3.78031, 0.29946, -1.79740], [4.68286, -0.44361, -4.09128], [3.24976, -0.92967, -5.89047], [0.78373, -0.72933, -5.62306], [-0.14581, 0.01213, -3.42270], [1.66959, 3.38776, -0.34429], [3.28333, 4.40798, 1.10469], [4.66338, 3.09622, 2.65900], [4.57983, 0.63326, 2.59510], [3.14451, -0.51172, 0.87939], [2.23404, 0.99277, 5.78947], [0.23693, 0.56785, 4.80040], [0.14158, -1.75850, 3.97708], [0.06210, 1.45544, 2.53459], [-1.70773, 1.00577, 5.88351]], "forces_ev_per_a": [[0.83, 0.20, 0.34], [-1.31, 0.09, 0.77], [-0.06, -0.07, 0.44], [-0.12, -0.54, -1.39], [0.92, -0.45, 1.66], [1.20, 0.54, 0.18], [-0.22, -0.05, -0.13], [-0.37, 0.08, -0.18], [0.47, 0.34, -0.49], [-0.61, 0.29, -0.73], [-0.30, -0.18, 0.29], [0.35, 0.28, -0.13], [-0.67, 0.20, -0.17], [-1.54, -0.51, 1.46], [1.01, -0.87, 0.83], [0.32, 0.03, 0.38], [-0.55, 1.55, -1.13], [-0.05, -1.87, 0.90], [-0.05, 0.20, -0.18], [-1.14, 0.47, -0.20], [0.18, 0.82, -0.29], [-0.13, -0.74, 0.28], [-1.13, -0.31, 0.77], [-0.40, 0.17, 0.08], [1.53, -0.23, -0.92], [0.07, 0.65, -0.13], [0.26, -0.02, -0.62], [-0.23, 0.07, 0.90], [0.52, 0.37, 0.20], [-1.03, 0.11, -0.67], [0.35, -0.36, 0.14], [-0.05, 0.01, -0.06], [0.02, -0.31, -0.65], [-1.35, 0.93, -0.01], [1.25, 0.03, 0.64], [-0.19, -0.86, 0.02], [-0.76, 0.39, -0.82], [0.62, 0.57, 0.09], [-0.17, 0.36, 0.10], [0.11, 0.09, 0.13], [-0.09, -0.53, -0.46], [-0.10, 0.05, 0.23], [0.54, 0.24, -0.10], [0.56, -0.23, -0.99], [0.18, 0.30, -0.31], [-0.16, -0.22, -0.25], [-0.17, 0.16, -0.24], [-0.02, -0.04, 0.39], [-0.09, -0.29, 0.00], [0.05, 0.15, -0.06], [0.54, 0.60, -0.64], [0.69, -0.19, -0.01], [-0.02, -0.26, -0.51], [0.51, 0.02, 0.44], [-0.22, -0.05, 0.25], [-0.05, 0.27, 0.25], [-0.14, -0.12, 0.00], [0.75, -1.05, 0.23], [-0.25, 0.18, -0.09], [-0.08, 0.13, -0.07], [0.23, -0.17, 0.15], [-0.17, -0.02, 0.37], [-0.15, -0.04, -0.25], [-0.16, -0.23, 0.02], [0.13, 0.08, 0.16], [0.01, -0.21, -0.16], [0.07, -0.02, -0.10]], "mulliken_charge": [1.3517, -0.4954, -0.7035, -0.4465, -0.8063, -0.3529, 0.5801, 0.4326, 0.7871, 0.4490, 0.3772, -1.2013, 0.5633, -1.2241, 0.0420, -0.5648, -0.4083, -0.3091, -0.0672, -0.0342, -0.9592, -0.7942, -1.0125, -0.9928, 0.9301, 1.3576, 0.0328, -0.2200, -0.6779, -0.5286, -0.7223, -0.4345, 0.6284, -0.3171, -0.7548, -0.6033, -0.6488, -0.1084, 0.4003, 0.0474, 0.3667, 0.2236, 0.1755, 0.4344, 0.2863, 0.3805, 0.3861, 0.2712, 0.4374, 0.4072, 0.4642, 0.7326, 0.3651, 0.4210, 0.3662, 0.3620, 0.2895, 0.2180, 0.4020, 0.3658, 0.4098, 0.1579, -0.6692, 0.8336, -0.5267, -0.4756, -0.6770], "homo_energy_ev": -4.357, "total_energy_ha": -3617.0764, "fmax_ha_per_bohr": 0.042, "total_charge": -1, "e_above_lowest_kj_mol": 0.0}

Copy entry 1 word for word.
{"formula": "H4S2Si", "method": "ωB97M-V with the def2-TZVPD basis set", "species": ["Si", "S", "S", "H", "H", "H", "H"], "coordinates": [[1.12387, 2.19842, -0.18387], [-0.46225, 1.15737, 0.39268], [-2.16067, -2.83606, -0.43286], [2.20570, 2.60331, 0.69583], [1.42022, 2.62821, -1.53851], [-1.62598, -3.23694, 0.71208], [-2.08224, -1.55533, -0.09549]], "forces_ev_per_a": [[-1.35, -1.02, 0.54], [1.07, 0.75, -0.41], [-0.18, -0.23, -0.41], [0.28, 0.13, 0.32], [-0.02, 0.12, -0.44], [0.14, -0.09, 0.31], [0.05, 0.34, 0.09]], "mulliken_charge": [0.4020, -0.2835, -0.2649, -0.0535, -0.0523, 0.1366, 0.1156], "homo_energy_ev": -9.447, "total_energy_ha": -1088.2313, "smiles": "[SiH2]=S.S", "fmax_ha_per_bohr": 0.035, "e_above_lowest_kj_mol": 142.4}